[1]
108
Properties=species:S:1:pos:R:3 method="wB97M-V/def2-TZVPD" gap_ev=6.3 de_lowest_kcal_mol=0.0 homo_energy_ha=-0.2511
H 0.39 -3.52 0.28
N 0.90 2.19 -3.40
C 3.10 1.33 -2.96
C 3.95 1.28 -0.85
C -2.20 -0.10 1.99
H -2.32 -3.40 5.21
H -0.67 4.39 2.20
H 2.72 -5.10 2.66
C 3.80 -0.23 2.75
C -2.83 -1.19 2.68
H -2.44 6.41 1.24
H -1.39 -3.21 -0.09
H 1.63 1.87 6.19
C -0.67 -1.61 -1.40
O -2.27 1.40 0.15
H 3.04 4.21 2.89
H 2.14 -5.39 1.02
C -4.12 0.02 0.50
H 1.92 0.42 0.99
Sn -0.09 1.32 -0.44
C -4.08 -1.66 2.25
O 1.36 3.06 1.13
C 0.78 1.04 -5.90
C -4.72 -1.00 1.15
C 2.38 3.46 3.29
H 0.00 0.76 4.70
H -1.84 3.28 1.49
C 4.37 1.16 -3.52
C 2.43 3.11 4.64
C 1.92 1.47 -3.86
H -2.46 -1.83 -0.22
C 1.96 -3.34 1.67
N 2.89 1.38 -1.64
H 3.55 -2.92 3.05
H -3.94 -1.56 -2.21
C 1.90 0.85 -5.11
Br 7.18 0.81 -3.37
H -0.97 2.95 -3.76
C -1.65 4.33 1.71
C -3.24 -2.17 -2.80
H -4.60 0.52 -0.34
H 3.15 3.61 5.28
H -2.04 0.05 -1.75
H 0.97 -1.76 -2.78
H 2.71 0.22 -5.44
H 0.12 -3.79 -4.00
C -1.36 -0.60 -2.33
C -1.25 -2.14 -4.29
C -2.80 0.48 0.85
H -3.57 4.60 2.39
H -2.65 -0.51 -4.05
H 4.37 -0.77 3.50
H -2.17 -4.61 -3.49
H 0.84 -3.16 -1.75
C -0.56 -3.17 -3.40
O -0.92 4.57 -0.56
H 1.68 4.21 -0.48
C -2.18 -1.28 -3.43
C 2.84 -2.51 2.34
C -2.21 -1.85 3.76
C -2.57 -3.20 -1.90
C 2.82 -1.14 2.08
C 1.90 -0.64 1.17
C 0.68 1.51 4.32
C 5.25 1.10 -1.30
C 5.45 1.04 -2.66
C 1.59 2.14 5.15
C 0.25 -2.44 -2.32
C -1.49 5.06 0.38
H 1.69 5.10 1.07
H -3.33 -3.84 -1.43
H -0.50 -1.51 -4.78
C 2.00 4.19 0.56
C -1.79 -2.48 -0.79
C 1.06 -2.82 0.75
N -0.33 1.24 2.06
C -1.61 -4.06 -2.73
Br 0.69 0.20 -7.59
C 0.98 -1.45 0.47
H -4.55 -4.21 4.45
C 1.95 -4.83 1.94
N -1.14 0.47 2.64
H 6.07 1.02 -0.60
C 0.61 1.83 2.97
H -0.60 0.03 -2.80
C -4.08 -3.37 3.96
H 3.09 4.09 0.61
H -3.83 -2.67 -3.58
H -5.70 -1.34 0.85
H -1.82 -2.64 -5.08
H 0.99 -5.15 2.33
H -1.15 1.98 -6.06
C -2.82 -2.91 4.38
H -2.44 4.87 3.53
H -1.12 -4.80 -2.09
H -5.66 -3.09 2.55
H 4.52 0.18 2.04
H 3.75 1.33 0.21
H 3.31 0.61 3.24
C -0.27 1.82 -5.45
H 4.51 1.14 -4.59
C 1.48 2.81 2.46
H -1.23 -1.53 4.08
O -2.02 6.28 0.35
C -4.69 -2.75 2.90
N -2.65 4.99 2.55
C -0.15 2.37 -4.18
N 0.10 -0.84 -0.41

=====

[2]
112
Properties=species:S:1:pos:R:3 method="wB97M-V/def2-TZVPD" spin_multiplicity=5 gap_ev="7.3 / 5.0" charge=+3 homo_energy_ha="-0.5630 / -0.5653"
H 0.59 1.59 1.71
C 1.28 1.82 -4.97
H 1.79 -7.56 -1.91
P -1.66 0.13 2.29
C -3.17 2.25 -2.58
H -1.26 -6.32 -3.56
H 0.98 2.68 -4.35
N 0.01 2.54 -0.66
H -6.05 2.30 1.31
H 1.27 -6.76 -3.40
H -2.88 4.27 -0.73
C -1.57 -2.46 3.46
F -3.63 0.26 4.55
H -0.02 -7.24 -0.03
S 0.72 -3.46 -1.05
C -2.09 -1.17 3.54
H -3.46 2.06 -3.61
N 0.46 -6.01 -1.61
H 0.70 5.15 0.32
C -1.27 2.98 -0.17
H 2.85 6.18 -0.30
H -4.06 2.53 -2.03
H 2.25 -0.16 5.94
C 2.91 -0.51 2.22
H 0.63 -2.61 -3.46
C -5.81 0.39 0.37
H -1.44 4.05 5.47
C 5.47 -0.44 1.10
Br 6.84 0.21 3.50
C 1.38 4.64 -0.33
C 0.48 -6.29 -0.19
H 3.00 0.69 -3.08
H 3.38 2.38 -4.76
H -0.22 -5.84 -4.92
C 0.22 3.92 4.13
C -0.26 -3.15 -3.79
C -2.81 -3.16 5.43
H 6.46 -0.38 0.67
Br 4.63 -1.15 -1.52
H -1.90 2.09 -0.04
H -0.27 -3.18 -4.87
H 4.60 -0.06 5.13
H 0.73 4.78 4.55
C 5.32 -0.22 2.46
H 3.97 2.74 -2.59
C -0.99 3.50 4.66
H -2.47 4.18 -3.19
H -5.32 -1.54 -0.43
O 2.02 -0.82 0.07
C 2.02 2.69 -1.66
H -1.13 3.47 0.80
C -3.31 0.35 1.54
C 0.77 3.24 3.06
Se -0.74 -0.21 -1.17
F -1.38 -4.64 4.28
C -1.64 2.38 4.15
H 3.07 1.15 -5.99
H -1.15 -2.62 -3.43
C -1.91 -3.44 4.40
H 2.64 2.83 -6.28
H -2.58 2.11 4.58
C 1.44 -0.39 3.98
C -2.13 3.37 -2.54
H 0.58 1.77 -5.80
C 0.94 -7.10 -2.42
H 1.69 3.58 2.60
N 1.64 -0.52 2.68
H 1.47 -0.31 -4.80
H -3.81 2.29 2.33
C -1.92 3.96 -1.15
C -4.13 1.45 1.74
C -3.39 -1.89 5.48
N 1.46 1.46 -1.94
H -1.29 4.84 -1.23
C 0.25 -4.76 -2.08
C 1.10 3.37 -0.84
H 4.42 5.02 -1.77
F -4.29 -1.59 6.40
C -3.73 -0.72 0.75
C -5.39 1.46 1.15
C 3.50 4.53 -1.51
H 0.08 0.35 -3.92
H -1.19 3.00 -2.95
H 1.87 -0.51 -2.42
C -3.03 -0.93 4.53
H -1.74 -5.00 -4.61
F -3.10 -4.07 6.32
H -2.77 1.32 -2.16
C 1.13 0.52 -4.18
H 0.41 -0.39 4.32
H -6.79 0.42 -0.09
C 3.24 3.26 -1.99
C 0.14 2.12 2.56
C 1.95 0.48 -2.88
Br -0.47 -3.03 2.02
C 4.38 -0.72 0.29
C -0.89 -5.48 -4.13
C 3.78 -0.19 4.44
C 2.59 5.20 -0.68
C -1.07 1.65 3.11
H -3.07 -1.57 0.58
C 0.27 1.39 -1.32
C 4.03 -0.31 3.06
C -4.98 -0.70 0.17
C 2.68 2.05 -5.52
C 3.06 -0.70 0.80
C 2.48 -0.24 4.89
H -0.04 -5.51 0.36
N -0.24 -4.51 -3.28
Ru 0.20 -0.57 1.01
H 0.18 -7.88 -2.55
H 1.50 -6.38 0.18

=====

[3]
114
Properties=species:S:1:pos:R:3 method="wB97M-V/def2-TZVPD" spin_multiplicity=2 gap_ev="6.2 / 6.0" charge=+2 de_lowest_kcal_mol=40.5 homo_energy_ha="-0.4618 / -0.4618"
C -3.76 0.70 4.21
H 4.91 -0.12 -5.18
C -2.72 1.44 0.86
C -5.10 -2.28 -1.28
O -1.30 0.25 5.44
C 5.51 3.38 0.67
C -0.32 -0.06 6.33
C 4.11 -0.32 -4.47
H -4.85 -0.55 7.16
H -2.84 1.04 3.75
H 0.58 0.51 3.87
H 4.19 -1.29 -1.11
C 3.76 -0.76 -1.96
H 2.83 -1.11 -6.03
C -5.72 -3.19 -0.45
N -2.17 -0.25 7.40
C 1.37 0.57 0.88
O -2.69 0.20 -1.65
N -3.09 -0.59 1.62
C -5.66 -5.08 1.22
H -5.03 2.06 1.83
H -0.47 -2.34 -7.67
H 2.83 -1.25 -2.23
H 0.59 3.78 -5.59
C 1.38 0.26 4.56
H 2.46 3.07 -4.05
C -3.59 -4.04 0.24
H 1.60 5.58 -2.52
H -3.00 -4.75 0.82
N 0.89 -0.38 0.07
H 6.00 0.13 -0.28
C -4.93 0.63 3.47
N -1.42 -1.53 -2.60
H 1.37 -2.48 0.04
H -6.98 -0.55 5.89
C -4.91 0.99 2.00
H -1.93 -3.79 -3.89
C -0.32 -1.04 -5.97
H -6.80 -3.21 -0.40
C 2.34 1.32 -1.80
C 4.74 -0.72 -3.14
C -6.07 -0.21 5.42
C 4.29 1.38 -0.74
O -3.77 -0.94 -3.58
C 6.12 2.12 0.54
N 2.48 2.55 -1.29
H -6.74 -5.05 1.11
H 0.61 3.32 -1.78
C -1.49 -3.03 -4.52
H -0.04 3.40 -4.00
C 1.52 -1.51 0.49
H 0.18 5.09 -4.49
H -2.92 2.47 0.61
C -2.95 -3.14 -0.59
C 1.07 -0.05 5.88
H -5.41 -4.88 2.26
H -1.13 -1.23 1.31
C -2.43 0.10 6.19
H 1.83 -0.60 7.80
H 3.57 0.63 -4.36
C 0.61 4.09 -4.55
H 7.09 1.95 1.00
C 2.70 0.27 4.14
N -1.57 0.79 0.69
H -5.32 -6.09 0.99
H 2.30 -1.55 -4.42
N -0.56 -0.83 -4.67
C -1.12 -1.80 -3.98
C 5.53 1.10 -0.17
C 3.71 -0.05 5.03
H 0.16 -0.23 -6.50
H 1.50 4.22 -0.56
Ru -0.71 -0.14 -1.26
C -6.09 0.17 4.08
H 3.71 -2.34 -5.14
N -0.79 -0.35 7.49
C 2.09 -0.36 6.78
H 5.55 -0.04 -2.88
H 2.67 4.68 -4.66
H -5.69 -1.60 -1.90
S -2.97 -1.09 -2.41
H 3.19 4.86 -2.35
H -1.53 -4.17 -6.33
C -0.66 -2.22 -6.61
C 3.03 0.71 2.74
H 4.08 0.55 2.49
N 2.35 -1.30 1.48
C -1.87 -0.45 1.19
H 3.84 4.64 0.19
N 3.42 0.59 -1.49
H 6.03 4.15 1.23
H -5.70 0.47 1.46
C 3.69 2.62 -0.62
C 3.40 -0.36 6.35
C 2.15 4.64 -2.59
C 4.29 3.66 0.10
N 2.24 0.03 1.71
C 2.04 4.08 -4.01
C -3.72 0.24 5.52
H 5.19 -1.71 -3.22
C -4.98 -4.08 0.32
C -3.71 -2.25 -1.33
C -1.25 -3.23 -5.87
H 4.19 -0.61 7.04
C 1.59 3.71 -1.51
Se 0.85 0.68 -2.86
H 4.74 -0.05 4.70
H 2.82 1.77 2.61
H -1.87 -3.14 -0.67
H -7.01 0.11 3.52
H 1.09 1.61 0.88
C -4.89 -0.20 6.14
N -3.61 0.63 1.42
C 3.19 -1.39 -5.04

=====

[4]
114
Properties=species:S:1:pos:R:3 method="wB97M-V/def2-TZVPD" spin_multiplicity=2 gap_ev="5.1 / 6.0" charge=+2 de_lowest_kcal_mol=61.7 homo_energy_ha="-0.4713 / -0.4714"
C -4.64 4.12 4.70
N -1.87 -1.41 0.60
H -2.36 -3.55 -4.42
C 2.35 -0.09 -1.37
H -3.35 -2.04 -6.16
C 1.43 -1.88 -5.20
C 5.08 -2.29 0.96
H -1.82 -1.87 -2.62
C 4.75 -2.15 3.35
S -0.64 3.55 0.23
Se -2.15 0.92 -2.33
H 4.19 -3.67 -0.42
H 0.21 -3.31 3.73
C -2.48 -3.35 3.56
C 3.84 -2.22 4.48
H 2.14 0.91 -1.72
C 0.70 -0.85 -4.61
H -0.43 -2.84 -3.15
H -3.87 3.86 -4.96
C -3.04 -1.67 -5.19
H -0.90 -3.24 1.18
N 1.38 -1.03 -1.12
H -2.30 3.10 -6.65
N 0.14 1.25 -4.10
H 1.14 3.06 -4.09
C -0.50 3.16 -5.51
C 2.48 -1.52 -6.02
C 1.04 0.48 -4.82
C -0.06 -1.95 6.82
H 1.22 3.45 2.18
H 3.64 0.07 -6.88
C 2.07 0.42 3.44
H -2.66 3.74 -3.68
C -1.61 -2.45 1.38
H -3.35 2.75 0.43
O 0.51 4.37 0.43
C 0.55 1.54 1.45
H -0.27 4.22 -5.63
C -0.26 -2.90 4.62
N -0.21 1.93 0.38
C -2.37 4.52 3.71
C 0.11 2.71 -4.18
N 0.61 0.21 1.57
H 3.29 -2.89 1.97
H -3.31 -2.28 5.94
C -2.80 3.94 -4.74
C -4.27 -1.63 -4.28
H -4.18 3.87 5.66
Ru -0.59 0.01 -0.61
H 1.67 -3.04 -0.43
C 4.52 -2.63 -0.40
H -5.51 3.49 4.54
C -3.09 3.23 1.36
C 6.04 -1.64 3.51
C -2.86 -0.75 1.26
C 6.36 -1.77 1.12
H -5.06 -1.04 -4.74
N 2.85 -1.89 6.35
C 4.28 -2.48 2.08
C 1.97 -2.34 5.50
H -2.12 -4.32 3.22
H 0.00 2.63 -6.33
C 2.81 -0.17 -6.23
C -0.70 0.42 -3.44
H -0.45 4.84 2.77
H 1.36 -1.41 2.56
C 2.01 1.81 3.33
H 0.58 -1.59 7.62
H -5.00 2.95 2.28
H 1.17 -2.92 -5.04
N 3.38 -1.79 -0.73
N -0.39 -0.86 -3.77
H 2.36 1.89 -5.80
C 6.84 -1.47 2.39
C -1.15 -2.08 -3.46
H 5.27 -2.48 -1.17
C -4.00 3.35 2.40
H -2.09 5.03 4.63
H -0.46 3.10 -3.34
H -4.65 -2.64 -4.10
O -1.32 3.65 -1.03
C 1.35 -0.33 2.53
H 7.00 -1.62 0.26
H 2.67 -0.04 4.21
C -2.23 -2.34 5.87
C 2.11 0.85 -5.63
N 3.56 -0.53 -1.14
H 3.06 -2.29 -6.51
H -3.53 -3.44 3.85
H -2.65 -0.65 -5.35
H 7.84 -1.08 2.51
C 2.08 -2.08 -0.71
H 6.38 -1.38 4.50
N 4.04 -1.82 5.70
H -2.49 4.97 -4.94
H -4.98 5.16 4.77
C -1.44 -1.90 6.92
H -1.21 -2.76 -5.49
H -4.04 -1.17 -3.32
H -2.28 1.93 -5.34
C -1.44 4.41 2.69
H -3.35 0.13 0.89
H -1.90 -1.51 7.82
C 0.53 -2.43 5.66
N -2.41 -2.42 2.44
C -1.93 -2.58 -4.68
C 1.25 2.38 2.33
N -3.21 -1.34 2.37
C -1.64 -2.86 4.72
H 2.56 2.43 4.03
C -1.82 3.76 1.52
O 2.55 -2.59 4.29
C -3.65 3.99 3.59
C -2.01 2.96 -5.61